C27H31Cl46FNO2 | ωB97M-V with the def2-TZVPD basis set

The geometry in XYZ format:
```
108
Properties=species:S:1:pos:R:3
C 0.250 -3.184 0.949
C -1.246 -3.653 0.815
F -2.043 -3.042 1.839
C -1.915 -3.219 -0.551
N -1.295 -2.027 -1.179
C -0.711 -2.237 -2.403
C -0.065 -1.127 -3.054
C -0.019 0.193 -2.440
C 0.749 1.270 -3.267
O 0.155 2.145 -3.792
O 2.116 1.087 -3.396
C 2.819 1.212 -2.140
C 3.753 0.003 -1.809
C 5.004 -0.067 -2.786
Cl 2.915 -1.616 -1.894
C -0.685 0.374 -1.155
C -1.318 -0.796 -0.565
H 0.862 -3.365 0.032
H 0.785 -3.673 1.802
H 0.291 -2.084 1.153
H -1.236 -4.767 0.930
H -2.992 -3.018 -0.324
H -1.897 -4.098 -1.236
H -0.715 -3.249 -2.936
H 0.438 -1.278 -4.027
H 2.126 1.469 -1.292
H 3.507 2.102 -2.258
H 4.162 0.112 -0.779
H 4.703 0.131 -3.839
H 5.763 0.655 -2.394
H 5.432 -1.096 -2.680
H -0.682 1.373 -0.641
H -1.828 -0.776 0.423
C 1.486 -5.094 -4.404
Cl 3.245 -5.103 -4.371
Cl 0.833 -6.407 -3.421
Cl 0.862 -3.528 -3.837
H 1.161 -5.239 -5.430
C -0.846 3.053 2.529
Cl 0.719 3.750 2.147
Cl -1.184 1.676 1.450
Cl -0.914 2.547 4.211
H -1.608 3.809 2.368
C 3.312 5.430 -1.083
Cl 4.264 4.136 -1.810
Cl 2.170 6.095 -2.249
Cl 2.465 4.816 0.333
H 3.984 6.224 -0.773
C 8.659 2.518 -3.463
Cl 8.279 0.800 -3.300
Cl 7.332 3.512 -2.847
Cl 10.165 2.904 -2.625
H 8.789 2.740 -4.517
C 0.282 6.843 5.140
Cl 1.934 6.287 4.850
Cl -0.750 6.476 3.751
Cl -0.372 6.113 6.609
H 0.302 7.919 5.273
C 7.665 4.365 0.937
Cl 5.979 4.893 0.811
Cl 8.197 4.392 2.619
Cl 7.867 2.752 0.246
H 8.283 5.058 0.370
C -5.177 -2.091 3.667
Cl -5.281 -3.008 5.172
Cl -6.652 -2.279 2.719
Cl -4.860 -0.390 4.005
H -4.346 -2.483 3.088
C -5.036 3.489 5.774
Cl -5.104 5.198 5.331
Cl -6.645 2.766 5.735
Cl -3.949 2.605 4.695
H -4.648 3.414 6.784
C 0.833 4.140 -6.761
Cl 2.522 4.665 -6.733
Cl -0.232 5.437 -6.209
Cl 0.376 3.608 -8.383
H 0.726 3.299 -6.083
C -8.493 -1.087 6.445
Cl -7.979 -0.838 8.117
Cl -9.456 -2.562 6.303
Cl -9.402 0.310 5.857
H -7.606 -1.200 5.829
C -7.800 -6.224 1.381
Cl -7.138 -5.801 -0.205
Cl -6.878 -5.438 2.668
Cl -9.506 -5.780 1.480
H -7.719 -7.298 1.509
C -13.465 -5.977 0.021
Cl -12.805 -5.557 -1.564
Cl -12.542 -5.191 1.307
Cl -15.172 -5.535 0.121
H -13.383 -7.051 0.150
C 4.604 -4.531 -8.143
Cl 4.230 -6.252 -8.004
Cl 3.250 -3.552 -7.562
Cl 6.078 -4.140 -7.253
H 4.765 -4.301 -9.191
C -1.900 -5.203 4.974
Cl -0.338 -4.445 4.624
Cl -2.195 -6.547 3.862
Cl -1.954 -5.756 6.652
H -2.684 -4.466 4.833
C 10.564 7.796 1.658
Cl 12.130 8.465 1.196
Cl 10.161 6.401 0.643
Cl 10.559 7.344 3.364
H 9.807 8.558 1.504
```

**HOMO energy**: -12.192 eV
**Charge**: +1
**Maximum force**: 3.7 eV/A
**Frontier orbital gap**: 8.078 eV
**M**: 2051.39 g mol⁻¹

Atom charges from the Mulliken analysis, given in e for atoms 1 to 8: -1.105, 0.517, -0.238, -0.960, 0.337, 0.114, -1.030, 0.362